(1)
DFT (ωB97M-V/def2-TZVPD) results for 2 unconnected molecules or ions with the total composition C7H13N4O2 in a non-equilibrium geometry.

The calculation puts the energy at -643.5712 a.u. As for the HOMO-LUMO gap: 0.3073 Eh. As for the net charge: +1. As for the maximum force: 6.0 eV Å⁻¹.

CARTESIAN COORDINATES (ANGSTROEM)
C (-0.833014, 0.400274, -0.242902)
C (2.594580, 0.260860, -0.154527)
C (2.315540, -0.273146, 1.051651)
C (1.457403, 0.682361, -0.907055)
C (-1.472876, -0.863233, -0.067688)
C (4.038693, 0.454421, -0.663302)
C (-2.974449, -0.997346, -0.333505)
N (0.265010, 0.834282, -0.550727)
N (2.475825, -0.657259, 2.154701)
N (-0.706108, -1.898707, 0.128774)
N (-2.754367, 2.685330, 0.207923)
O (0.503021, -1.891584, 0.348437)
O (-1.282605, -3.127075, 0.289133)
H (-1.556343, 1.279124, 0.151259)
H (1.512171, 0.934321, -1.999612)
H (4.436948, -0.505680, -0.945264)
H (4.611713, 0.852547, 0.230970)
H (4.065522, 0.994643, -1.572794)
H (-3.186148, -0.707372, -1.311907)
H (-3.558567, -0.347217, 0.213888)
H (-3.210698, -2.001145, -0.220060)
H (-0.688021, -3.634318, 0.867176)
H (2.780378, -1.514009, 2.734486)
H (-2.331415, 3.490591, 0.679128)
H (-3.594426, 2.574123, 0.651562)
H (-2.907757, 2.975214, -0.739747)

Cartesian forces (eV/Å) of the 3 atoms listed first:
C -4.449 2.901 2.866
C -1.590 1.260 -1.669
C 1.946 -0.651 1.086

(2)
DFT (ωB97M-V/def2-TZVPD) results for C7H13N5OS in the gas phase in a non-equilibrium geometry.

The calculation puts the energy at -1021.7068 a.u. The SMILES is CCn1nnnc1CSCCC(N)=O. As for the HOMO-LUMO gap: 0.3635 Eh. As for the maximum force: 1.6 eV Å⁻¹.

CARTESIAN COORDINATES (ANGSTROEM)
O (-2.651348, -4.198593, 0.134681)
N (3.720126, 0.789593, 1.383620)
N (3.432489, 1.981509, 1.014651)
N (2.832764, -0.132744, 0.880183)
S (-0.812039, 0.481896, -0.443860)
C (-2.479274, -3.183867, 0.776438)
C (1.962508, 0.550389, 0.185569)
N (-3.316329, -3.065080, 1.856328)
N (2.280860, 1.873879, 0.301343)
C (0.891189, -0.158301, -0.593717)
C (1.209165, 3.014830, -1.645127)
C (-1.904806, -1.015955, -0.608680)
C (-1.422246, -2.111508, 0.364136)
C (1.528671, 3.062139, -0.132413)
H (-3.827298, -3.923550, 2.061058)
H (-3.026231, -2.458189, 2.609685)
H (1.152729, -0.156664, -1.664000)
H (0.941144, -1.191269, -0.278268)
H (2.150917, 3.108102, -2.209267)
H (0.609969, 3.903761, -1.891253)
H (0.638036, 2.139118, -1.919461)
H (-1.959190, -1.440727, -1.618127)
H (-2.930471, -0.753277, -0.323387)
H (-1.094498, -1.565990, 1.254916)
H (-0.604224, -2.673516, -0.063062)
H (2.081043, 3.977856, 0.118493)
H (0.596346, 3.146157, 0.449520)

Cartesian forces (eV/Å) of the 3 atoms listed first:
O 0.746 -0.140 -1.182
N 0.163 -0.394 -0.356
N -1.295 -0.936 0.111

(3)
DFT (ωB97M-V/def2-TZVPD) results for a molecular structure, C7H13NO in a non-equilibrium geometry.

The calculation puts the energy at -404.0970 a.u. As for the HOMO-LUMO gap: 0.2646 Eh. As for the maximum force: 8.3 eV Å⁻¹.

CARTESIAN COORDINATES (ANGSTROEM)
C (1.951867, 0.124942, 1.514553)
C (0.589802, -0.292756, 0.871001)
C (0.747880, -0.588828, -0.715701)
C (-0.546342, -0.540182, -1.401918)
C (-1.535331, 0.385206, -0.774261)
C (-1.917477, 0.310141, 0.673871)
C (-0.613968, 1.633540, -0.262825)
H (2.629882, -0.862908, 1.573037)
H (1.694894, 0.814125, 2.630489)
H (2.087782, 0.990046, 0.879359)
H (0.040360, -1.351833, 1.184144)
H (1.479848, 0.362208, -0.916259)
H (0.369024, -2.623505, -1.831927)
H (-0.508119, 0.223426, -2.472995)
H (-0.770156, -1.619082, -1.531633)
H (-2.283355, 0.597877, -1.594156)
H (-2.322738, 1.536687, 1.173273)
H (-2.109397, -0.664657, 1.384476)
H (0.138536, 2.033794, -0.771312)
H (-1.154028, 2.358816, -0.017235)
N (-0.376171, 0.877329, 1.048626)
O (1.410260, -1.766086, -0.807246)

Cartesian forces (eV/Å) of the 3 atoms listed first:
C -2.338 -0.525 2.708
C -2.463 -1.519 -0.297
C 3.385 2.821 3.038

(4)
DFT (ωB97M-V/def2-TZVPD) results for C7H13NO in the gas phase in a non-equilibrium geometry.

The calculation puts the energy at -404.1816 a.u. The SMILES is C[C@H]1N[C@H](CO)[C@@H]2C[C@H]21. As for the HOMO-LUMO gap: 0.3205 Eh. As for the maximum force: 7.6 eV Å⁻¹.

CARTESIAN COORDINATES (ANGSTROEM)
C (2.149000, -1.232574, 0.362323)
C (0.877168, -1.015362, -0.587582)
C (-1.105270, 0.072302, 0.747145)
C (-2.283604, 0.508639, -0.104862)
C (0.145937, 1.024989, 0.527462)
C (0.988156, 1.915548, -0.192798)
C (0.798311, 0.427777, -0.633740)
H (3.014395, -0.455634, -0.266018)
H (2.269306, -1.076818, 1.512646)
H (2.548296, -2.346743, 0.377291)
H (1.149592, -1.535844, -1.657130)
H (-1.283513, -1.648964, -0.525471)
H (-0.914564, 0.082163, 1.894312)
H (-2.575325, 1.475341, 0.361091)
H (-1.844313, 0.460788, -1.158147)
H (-4.001518, -0.808827, 0.552413)
H (0.906315, 0.863533, 1.384255)
H (2.048641, 2.012517, 0.290314)
H (0.502395, 2.563486, -0.941022)
H (0.229297, 0.571964, -1.779304)
N (-0.449212, -1.230487, 0.048205)
O (-3.169485, -0.627786, -0.211386)

Cartesian forces (eV/Å) of the 3 atoms listed first:
C 3.477 -1.321 -0.793
C 2.244 -0.776 1.562
C 4.283 0.228 -0.442

(5)
DFT (ωB97M-V/def2-TZVPD) results for C7H13NO in the gas phase in a non-equilibrium geometry.

The calculation puts the energy at -404.4694 a.u. The SMILES is C=C(/C=C\O)C(C)(C)N. As for the HOMO-LUMO gap: 0.3540 Eh. As for the maximum force: 1.6 eV Å⁻¹.

CARTESIAN COORDINATES (ANGSTROEM)
C (0.690003, 0.212957, 0.469852)
C (1.403917, -0.767739, -0.455340)
C (1.398709, 1.569776, 0.452711)
C (-0.820698, 0.458920, -0.010126)
N (0.634851, -0.263598, 1.839903)
C (-1.421343, -1.129721, -1.779319)
C (-1.136875, 0.118444, -1.402346)
C (-1.725910, 0.885588, 0.857063)
O (-1.695591, -2.146672, -0.919034)
H (-1.602728, -1.810991, -0.015001)
H (0.203161, -1.180604, 1.902253)
H (1.531780, -0.203071, 2.305485)
H (-1.656898, -1.399160, -2.800121)
H (-1.012007, 0.888761, -2.148733)
H (2.361471, -1.065007, -0.031087)
H (2.440827, 1.457426, 0.752568)
H (1.562123, -0.341261, -1.441014)
H (0.782444, -1.666783, -0.631896)
H (0.907857, 2.246161, 1.149299)
H (1.367484, 2.002214, -0.545397)
H (-1.454681, 1.105775, 1.873695)
H (-2.757894, 1.028587, 0.576583)

Cartesian forces (eV/Å) of the 3 atoms listed first:
C -1.084 0.458 -0.393
C -0.518 -0.452 -0.302
C -0.106 -0.199 0.118

(6)
DFT (ωB97M-V/def2-TZVPD) results for 2 unconnected molecules or ions with the total composition C7H13NO in a non-equilibrium geometry.

The calculation puts the energy at -404.4105 a.u. The SMILES is C=C=C[C@@H](C)N.CC=O. As for the HOMO-LUMO gap: 0.3474 Eh. As for the maximum force: 2.3 eV Å⁻¹.

CARTESIAN COORDINATES (ANGSTROEM)
C (-1.846908, -0.161674, 0.703893)
C (-2.669520, 0.031703, -0.538779)
C (2.541658, 1.247950, 0.925660)
C (0.214838, -1.448452, -0.242964)
C (1.230294, 0.713248, 0.369605)
N (0.978992, 1.233654, -0.957210)
C (1.091738, -0.746246, 0.462363)
C (-0.188721, -2.359377, -1.084401)
O (-1.370663, 0.788996, 1.331361)
H (0.323206, 0.995245, 1.070562)
H (-1.989336, -1.130452, 1.209242)
H (0.115878, 0.863621, -1.336935)
H (0.879940, 2.242031, -0.929427)
H (1.476189, -1.186224, 1.377428)
H (-2.496018, 1.010513, -0.980546)
H (-3.725517, -0.067593, -0.285554)
H (-2.443223, -0.733631, -1.279105)
H (3.360449, 0.970831, 0.264290)
H (2.515017, 2.335053, 0.985247)
H (2.741499, 0.842702, 1.915890)
H (0.493811, -2.826847, -1.781494)
H (-1.233602, -2.615055, -1.199128)

Cartesian forces (eV/Å) of the 3 atoms listed first:
C -0.931 1.553 1.361
C 0.500 -0.107 -0.421
C -0.130 -0.118 -0.196

(7)
DFT (ωB97M-V/def2-TZVPD) results for 2 unconnected molecules or ions with the total composition C7H13NO2 in a non-equilibrium geometry.

The calculation puts the energy at -479.5972 a.u. As for the HOMO-LUMO gap (alpha / beta): 0.2854 / 0.3172 Eh. As for the maximum force: 1.2 eV Å⁻¹.

CARTESIAN COORDINATES (ANGSTROEM)
C (0.766597, -0.899425, 0.502356)
C (-0.448346, -0.332530, 1.169645)
C (0.583550, -2.399725, 0.205348)
C (2.010325, -0.657830, 1.356850)
C (-0.518982, 2.489634, 0.008318)
C (-1.637664, 0.359888, -0.698069)
N (-0.011672, 2.827315, -1.212397)
C (-2.109120, -0.140647, -1.816494)
O (-1.561117, -0.142196, 0.520947)
O (-1.291765, 3.169049, 0.635256)
H (0.865337, -0.381482, -0.462013)
H (0.460046, 2.136142, -1.767793)
H (-0.486807, 3.578113, -1.700800)
H (-0.577083, -0.392030, 2.242980)
H (0.006878, 1.594934, 0.500192)
H (-0.290544, -2.567973, -0.421217)
H (0.457892, -2.961666, 1.130160)
H (1.454398, -2.789719, -0.315864)
H (2.904173, -1.008701, 0.837644)
H (1.933313, -1.201022, 2.300842)
H (2.131328, 0.401376, 1.589418)
H (-2.131217, 0.465927, -2.707220)
H (-2.509520, -1.147430, -1.898091)

Cartesian forces (eV/Å) of the 3 atoms listed first:
C -0.143 0.220 -0.047
C 0.632 -0.865 0.531
C -0.127 0.218 -0.021

(8)
DFT (ωB97M-V/def2-TZVPD) results for a molecular structure, C7H13NO2.

The calculation puts the energy at -479.5136 a.u. As for the HOMO-LUMO gap (alpha / beta): 0.2720 / 0.2341 Eh. As for the maximum force: 0.5 eV Å⁻¹.

CARTESIAN COORDINATES (ANGSTROEM)
C (0.483191, -0.906887, 0.670339)
C (-0.792654, -0.153551, -1.574559)
C (1.441156, -1.826429, -0.097368)
C (1.016148, 0.476405, 0.789961)
C (-0.972043, -0.834136, -0.128992)
N (0.250359, -1.458854, 2.006732)
C (-0.957587, 1.874023, -0.171220)
C (-0.662515, 3.004498, -0.759084)
O (-1.026241, -1.555777, -1.348214)
O (-1.971028, -0.702171, 0.604102)
H (-0.545289, -0.977885, 2.417789)
H (-0.051387, -2.424476, 1.913099)
H (-1.625292, 0.338210, -2.063531)
H (0.196213, 0.090172, -1.956717)
H (-1.826071, 1.435807, 0.315239)
H (0.986580, -2.806726, -0.240303)
H (2.365873, -1.939412, 0.470151)
H (1.677455, -1.428907, -1.083422)
H (1.217049, 0.824836, 1.799121)
H (1.790363, 0.756374, 0.078633)
H (0.115142, 1.218720, 0.390250)
H (0.312537, 3.218082, -1.181672)
H (-1.421960, 3.778086, -0.850334)

Cartesian forces (eV/Å) of the 3 atoms listed first:
C -0.249 -0.119 -0.203
C -0.001 -0.216 0.141
C -0.151 0.084 0.083

(9)
DFT (ωB97M-V/def2-TZVPD) results for C7H13NO2S in the gas phase in a non-equilibrium geometry.

The calculation puts the energy at -877.8954 a.u. As for the HOMO-LUMO gap: 0.3769 Eh. As for the maximum force: 5.2 eV Å⁻¹.

CARTESIAN COORDINATES (ANGSTROEM)
C (1.530450, 0.548108, -1.732203)
C (1.489228, 0.939616, -0.270473)
C (0.766975, -0.170539, 0.479539)
C (-1.031417, 1.415889, 1.220168)
C (-1.491212, -1.162405, 1.233259)
C (-1.328622, 0.091991, -0.899209)
C (-0.727081, 0.010802, 0.510074)
N (1.574008, -0.826775, -1.719236)
O (1.627389, 1.232591, -2.743311)
O (2.572052, -2.036158, 0.379250)
S (1.303316, -1.692482, -0.245942)
H (2.603114, 0.813861, 0.098368)
H (1.093261, 1.885185, -0.106636)
H (0.986195, -0.072343, 1.603733)
H (-1.765630, 1.291173, 1.947035)
H (-1.380676, 2.067706, 0.502133)
H (-0.163814, 1.791696, 1.695714)
H (-1.554441, -1.067209, 2.337367)
H (-2.534843, -1.308566, 1.031599)
H (-0.938855, -2.085257, 1.059789)
H (-2.237365, 0.567214, -0.998307)
H (-1.454648, -1.016699, -1.163440)
H (-0.592507, 0.263412, -1.691051)
H (1.655122, -1.480811, -2.528220)

Cartesian forces (eV/Å) of the 3 atoms listed first:
C 1.043 0.460 -1.185
C 2.791 -2.052 0.320
C -0.505 1.598 2.452

(10)
DFT (ωB97M-V/def2-TZVPD) results for C7H13NO3 in the gas phase in a non-equilibrium geometry.

The calculation puts the energy at -554.7779 a.u. The SMILES is O[C@H]1[C@@H]2CC[C@@](O)(C[C@@H]1O)N2. As for the HOMO-LUMO gap: 0.3472 Eh. As for the maximum force: 5.7 eV Å⁻¹.

CARTESIAN COORDINATES (ANGSTROEM)
C (1.155056, 0.459361, -0.839027)
C (0.064630, 1.613436, -0.909862)
C (-0.865417, 0.892851, 0.036272)
C (-2.206772, 0.735931, 0.790816)
C (-1.664391, -0.716656, 1.405383)
C (-0.054927, -0.634483, 1.318004)
C (0.813311, -0.991648, -0.009343)
H (1.985392, -0.787578, -2.021594)
H (2.025362, 0.748462, -0.241642)
H (0.427273, 2.581847, -0.574808)
H (-0.039909, 1.799414, -2.042458)
H (-0.674310, -0.270034, -1.589255)
H (-3.128444, 0.634637, 0.211484)
H (-2.471196, 1.287226, 1.658271)
H (-1.889236, -0.776226, 2.484401)
H (-2.060671, -1.631360, 0.880929)
H (0.465479, -1.087447, 2.216176)
H (-0.282774, 1.251604, 1.897414)
H (0.291539, -1.718358, -0.613864)
H (2.113128, -2.561093, 0.191207)
N (0.104653, 0.746327, 1.126098)
O (1.464828, 0.083883, -2.199066)
O (-1.200538, -0.269984, -0.736126)
O (2.117817, -1.419917, 0.298641)

Cartesian forces (eV/Å) of the 3 atoms listed first:
C 0.486 -1.127 0.349
C 1.173 0.497 -2.013
C -2.134 0.777 -1.439

(11)
DFT (ωB97M-V/def2-TZVPD) results for 2 unconnected molecules or ions with the total composition C7H13O2 in a non-equilibrium geometry.

The calculation puts the energy at -424.8607 a.u. As for the HOMO-LUMO gap: 0.2142 Eh. As for the net charge: -1. As for the maximum force: 6.5 eV Å⁻¹.

CARTESIAN COORDINATES (ANGSTROEM)
C (-0.306773, 0.241081, -2.199272)
O (-0.764308, -0.290017, -3.273029)
C (0.832600, -0.696043, -1.567760)
C (1.444219, -0.192398, -0.228649)
C (0.607184, -0.491310, 1.066905)
C (1.287648, -0.504428, 2.178806)
C (-1.981664, -0.513044, 1.519042)
C (-0.817680, -0.775283, 0.833100)
H (0.080273, 1.160249, -2.397281)
H (-1.142833, 0.199904, -1.397637)
H (0.603451, -1.702754, -1.460948)
H (1.575879, -0.925064, -2.394119)
H (1.620738, 0.798342, -0.535797)
H (2.376259, -0.500772, 0.009423)
H (2.365737, -0.318061, 2.366398)
H (0.969170, -0.782203, 3.140234)
H (-2.872413, -0.850237, 1.208030)
H (-1.963265, 0.092434, 2.492015)
H (-1.078632, -1.086575, -0.166598)
H (-0.920553, 3.002514, -0.282773)
H (-1.131013, 1.587394, 0.559412)
O (-0.784025, 2.546271, 0.530497)

Cartesian forces (eV/Å) of the 3 atoms listed first:
C -0.895 -4.655 2.378
O -1.250 -1.241 -3.051
C 1.764 1.056 -0.416

(12)
DFT (ωB97M-V/def2-TZVPD) results for a molecular structure, C7H13O3 in a non-equilibrium geometry.

The calculation puts the energy at -499.8669 a.u. The multiplicity is 2. As for the HOMO-LUMO gap (alpha / beta): 0.3038 / 0.2985 Eh. As for the maximum force: 9.3 eV Å⁻¹. As for the expectation value of S²: 0.764.

CARTESIAN COORDINATES (ANGSTROEM)
O (-2.424587, -2.554230, -0.141634)
C (-2.016297, -1.451668, -0.494488)
C (-0.875648, -1.282242, -1.363800)
O (-0.674118, -0.013356, -1.818279)
C (0.592623, 0.092778, -2.329392)
C (1.699234, 0.824131, -2.268630)
H (-2.595103, -0.529230, -0.280794)
H (-0.763728, -2.079191, -2.111149)
H (0.761717, -1.181578, -1.931311)
H (0.815606, 1.571877, -1.749061)
H (2.232792, 1.055402, -3.190460)
H (2.029109, 0.096222, -0.518436)
C (-1.508697, 0.590744, 2.167163)
O (-0.395277, -0.131665, 1.709006)
C (0.673740, 0.706643, 1.341304)
C (1.874631, -0.086224, 0.906276)
H (-2.282181, -0.128372, 2.463463)
H (-1.258686, 1.202167, 3.052000)
H (-1.903445, 1.257294, 1.379201)
H (0.942729, 1.384754, 2.176609)
H (0.332861, 1.339785, 0.498347)
H (2.810265, 0.414616, 1.181527)
H (1.932460, -1.098657, 1.322537)

Cartesian forces (eV/Å) of the 3 atoms listed first:
O 0.460 0.869 -0.228
C -0.656 -0.568 0.179
C -1.702 -0.952 -0.492